No. 1
DFT (the ωB97M-V functional and the def2-TZVPD basis) results for a cluster of 2 separate species, C4H12 in total.

Structure (ORCA input):
```
! wB97M-V def2-TZVPD RIJCOSX def2/J DEFGRID3
* xyz 0 1
H 0.875 -1.476 2.573
H -1.164 -1.287 -2.997
H -0.162 -1.267 -1.506
H 0.130 1.307 3.012
C 0.831 0.690 2.459
H 0.224 -0.850 1.082
H -1.468 0.844 -1.352
C -0.395 -0.757 -2.438
H 0.515 -0.781 -3.042
H 1.088 1.264 1.570
C 0.234 -0.702 2.155
C -0.763 0.712 -2.181
H -0.750 -0.788 2.607
H -1.127 1.207 -3.075
H 1.768 0.661 3.025
H 0.166 1.222 -1.891
*
```

For the HOMO energy, the calculation gives -11.8 eV. For the relative energy (zero: lowest compared OMol25 entry of this formula, charge and spin), the calculation gives 0.203 eV. The SMILES is CC.CC.

Atom charges from the Mulliken analysis, given in e for atoms 1 to 6: number 1, H, carries 0.29; number 2, H, carries 0.28; number 3, H, carries 0.20; number 4, H, carries 0.26; number 5, C, carries -0.82; number 6, H, carries -0.12

=====

No. 2
DFT (the ωB97M-V functional and the def2-TZVPD basis) results for a cluster of 2 separate species, C4H12 in total.

Structure (ORCA input):
```
! wB97M-V def2-TZVPD RIJCOSX def2/J DEFGRID3
* xyz 0 1
C 0.189 -2.701 0.450
H 0.970 -1.169 1.783
H -0.467 1.671 0.492
H 0.353 2.287 -2.394
H -1.441 1.422 -0.964
H 0.255 -3.670 0.932
H -1.222 3.035 -0.328
H -0.491 -0.753 0.832
H 1.187 1.237 -1.153
H 1.162 2.952 -1.137
H -0.634 -1.701 2.287
C -0.714 2.088 -0.485
C 0.003 -1.519 1.427
H 1.026 -2.533 -0.220
H -0.698 -2.716 -0.187
C 0.523 2.071 -1.338
*
```

For the HOMO energy, the calculation gives -11.4 eV. For the relative energy (zero: lowest compared OMol25 entry of this formula, charge and spin), the calculation gives 0.318 eV. The SMILES is CC.CC.

Atom charges from the Mulliken analysis, given in e for atoms 1 to 6: number 1, C, carries -0.90; number 2, H, carries 0.27; number 3, H, carries 0.18; number 4, H, carries 0.29; number 5, H, carries 0.22; number 6, H, carries 0.30

=====

No. 3
DFT (the ωB97M-V functional and the def2-TZVPD basis) results for a cluster of 2 separate species, C4H12 in total.

Structure (ORCA input):
```
! wB97M-V def2-TZVPD RIJCOSX def2/J DEFGRID3
* xyz 0 1
H -2.291 -1.607 2.517
C -1.830 -0.613 2.588
C 1.457 0.639 -1.230
H -1.085 -0.743 3.371
H -1.826 -0.454 0.444
H 2.692 -0.016 -2.865
H -0.289 -0.658 1.144
H 2.118 0.090 -0.554
H 1.084 -0.769 -2.824
C 1.633 0.163 -2.666
H 1.344 0.892 -3.428
H -1.208 0.973 1.221
H 1.665 1.699 -1.092
C -1.211 -0.108 1.286
H 0.407 0.540 -0.897
H -2.661 -0.027 2.983
*
```

For the HOMO energy, the calculation gives -11.6 eV. For the relative energy (zero: lowest compared OMol25 entry of this formula, charge and spin), the calculation gives 0.269 eV. The SMILES is CC.CC.

Atom charges from the Mulliken analysis, given in e for atoms 1 to 6: number 1, H, carries 0.29; number 2, C, carries -0.99; number 3, C, carries -0.56; number 4, H, carries 0.28; number 5, H, carries 0.29; number 6, H, carries 0.26

=====

| no. | LUMO (eV) | M (u) |
| --- | --- | --- |
| 1 | 1.12 | 60.140 |
| 2 | 1.12 | 60.140 |
| 3 | 1.13 | 60.140 |